[1]
A 2-piece molecular cluster, C4H12 overall, computed with the ωB97M-V functional and the def2-TZVPD basis.

```
16
Properties=species:S:1:pos:R:3:mulliken_charge:R:1
C 1.681 -0.516 2.579 -1.171
C 1.211 -0.437 1.095 -2.357
H 1.157 -1.380 2.948 0.378
H 2.666 -0.730 2.630 0.562
H 1.496 0.247 3.201 0.535
H 0.883 0.518 0.712 0.442
H 0.488 -1.231 1.051 0.543
H 2.035 -0.792 0.506 0.209
C -2.054 0.817 -1.855 -1.973
C -0.784 0.265 -1.888 -1.122
H -2.575 1.137 -0.848 0.444
H -2.155 1.777 -2.302 0.627
H -2.937 0.100 -2.293 0.410
H -0.062 0.916 -1.320 0.456
H -0.377 -0.063 -2.937 0.670
H -0.672 -0.627 -1.280 0.349
```

Charge: -1
2S+1: 2
Lowest unoccupied orbital energy (spin up / spin down): 4.269 / 4.463 eV
Orbital gap (spin up / spin down): 2.74 / 11.87 eV



[2]
A 2-piece molecular cluster, C4H12 overall, computed with the ωB97M-V functional and the def2-TZVPD basis.

```
16
Properties=species:S:1:pos:R:3:mulliken_charge:R:1
C -1.130 -0.669 1.831 -1.643
C 0.201 -1.391 1.674 -2.018
H -1.091 0.298 1.278 0.113
H -1.879 -1.217 1.263 0.678
H -1.329 -0.240 2.802 0.742
H 0.168 -2.301 2.292 0.805
H 0.309 -1.828 0.680 0.277
H 1.017 -0.745 1.998 0.647
C -0.265 1.203 -2.044 -2.130
C 1.061 0.872 -1.359 -2.464
H -0.660 2.112 -1.598 0.788
H -0.194 1.288 -3.134 0.637
H -0.791 0.241 -1.983 0.531
H 1.898 1.578 -1.558 1.197
H 1.655 0.084 -1.856 0.773
H 1.030 0.713 -0.287 0.066
```

Charge: -1
2S+1: 2
Lowest unoccupied orbital energy (spin up / spin down): 4.309 / 4.530 eV
Orbital gap (spin up / spin down): 2.77 / 11.86 eV



[3]
A 2-piece molecular cluster, C4H12 overall, computed with the ωB97M-V functional and the def2-TZVPD basis.

```
16
Properties=species:S:1:pos:R:3:mulliken_charge:R:1
C 0.527 -1.710 1.888 -0.850
C 0.933 -0.260 1.743 -0.342
H -0.348 -2.060 1.330 0.285
H 1.345 -2.333 1.521 0.262
H 0.314 -1.928 2.944 0.269
H 2.017 -0.143 1.864 0.271
H 0.383 0.400 2.414 0.311
H 0.850 0.108 0.717 -0.192
C -1.423 0.839 -2.132 -0.835
C -0.066 1.200 -1.530 -0.738
H -1.864 -0.021 -1.604 0.252
H -2.184 1.624 -2.006 0.265
H -1.358 0.526 -3.182 0.281
H -0.208 1.611 -0.526 0.241
H 0.548 1.833 -2.159 0.333
H 0.533 0.313 -1.282 0.187
```

SMILES: CC.CC
Charge: 0
Lowest unoccupied orbital energy: 1.131 eV
Orbital gap: 12.52 eV



[4]
A 2-piece molecular cluster, C4H12 overall, computed with the ωB97M-V functional and the def2-TZVPD basis.

```
16
Properties=species:S:1:pos:R:3:mulliken_charge:R:1
C -1.439 1.503 -1.685 -0.870
C -0.458 0.398 -2.100 -0.403
H -1.798 1.382 -0.662 0.269
H -0.902 2.452 -1.710 0.255
H -2.350 1.558 -2.282 0.303
H 0.202 0.719 -2.902 0.299
H -1.020 -0.445 -2.502 0.267
H 0.111 0.114 -1.226 -0.110
C 0.437 -0.604 1.448 -0.798
C 1.466 -1.281 2.360 -0.915
H 0.293 0.441 1.698 0.352
H 0.672 -0.868 0.416 0.173
H -0.564 -1.045 1.402 0.359
H 2.095 -1.978 1.810 0.282
H 1.075 -1.813 3.226 0.275
H 2.180 -0.531 2.708 0.261
```

SMILES: CC.CC
Charge: 0
Lowest unoccupied orbital energy: 1.172 eV
Orbital gap: 12.57 eV



[5]
A 2-piece molecular cluster, C4H12 overall, computed with the ωB97M-V functional and the def2-TZVPD basis.

```
16
Properties=species:S:1:pos:R:3:mulliken_charge:R:1
C -1.284 1.319 1.048 -0.152
C -2.549 0.446 0.804 -0.898
H -1.426 2.095 0.296 0.226
H -1.238 1.756 2.035 0.320
H -0.435 0.709 0.763 -0.250
H -2.936 0.493 -0.211 0.295
H -3.282 0.731 1.557 0.278
H -2.369 -0.627 0.931 0.271
C 1.948 -1.410 -1.488 -0.839
C 1.904 -0.336 -0.348 -0.521
H 1.001 -1.942 -1.556 0.283
H 2.122 -0.957 -2.462 0.238
H 2.720 -2.154 -1.303 0.251
H 2.663 -0.589 0.391 0.274
H 0.919 -0.451 0.075 -0.097
H 2.194 0.626 -0.753 0.321
```

SMILES: CC.CC
Charge: 0
Lowest unoccupied orbital energy: 1.106 eV
Orbital gap: 12.66 eV



[6]
A 2-piece molecular cluster, C4H12 overall, computed with the ωB97M-V functional and the def2-TZVPD basis.

```
16
Properties=species:S:1:pos:R:3:mulliken_charge:R:1
C 0.676 -1.606 -1.910 -0.910
C 1.159 -0.943 -0.601 -0.462
H 1.152 -1.157 -2.776 0.269
H 0.793 -2.690 -1.903 0.284
H -0.408 -1.494 -2.011 0.277
H 2.210 -0.675 -0.715 0.333
H 0.520 -0.089 -0.429 -0.095
H 1.143 -1.680 0.200 0.280
C -0.372 1.308 1.795 -0.858
C -1.441 1.254 0.700 -0.930
H -0.556 2.210 2.394 0.342
H -0.329 0.396 2.375 0.268
H 0.554 1.677 1.343 0.283
H -2.445 1.425 1.105 0.331
H -1.586 0.295 0.200 0.276
H -1.243 1.980 -0.048 0.314
```

SMILES: CC.CC
Charge: 0
Lowest unoccupied orbital energy: 1.158 eV
Orbital gap: 12.61 eV



[7]
A 2-piece molecular cluster, C4H12 overall, computed with the ωB97M-V functional and the def2-TZVPD basis.

```
16
Properties=species:S:1:pos:R:3:mulliken_charge:R:1
C -1.092 -1.154 -1.327 -0.633
C -0.749 -0.477 -2.665 -0.847
H -1.673 -2.181 -1.552 0.269
H -0.111 -1.267 -0.688 0.126
H -1.889 -0.665 -0.731 0.265
H -0.093 0.373 -2.371 0.236
H -1.550 -0.048 -3.116 0.350
H -0.264 -1.217 -3.333 0.245
C 0.588 0.249 1.631 -0.653
C 1.267 1.390 2.286 -1.088
H 0.818 0.284 0.626 0.138
H 0.856 -0.685 2.112 0.331
H -0.443 0.271 1.915 0.323
H 0.761 1.825 3.132 0.319
H 1.326 2.150 1.618 0.353
H 2.174 1.111 2.840 0.266
```

SMILES: CC.CC
Charge: 0
Lowest unoccupied orbital energy: 1.114 eV
Orbital gap: 12.39 eV



[8]
A 2-piece molecular cluster, C4H12 overall, computed with the ωB97M-V functional and the def2-TZVPD basis.

```
16
Properties=species:S:1:pos:R:3:mulliken_charge:R:1
C 0.795 -0.449 1.525 -0.286
C 1.838 0.602 2.065 -1.009
H -0.262 -0.291 1.971 0.227
H 0.690 -0.161 0.529 -0.166
H 1.092 -1.573 1.862 0.293
H 1.404 1.154 2.832 0.287
H 1.990 1.398 1.323 0.302
H 2.680 0.137 2.283 0.327
C -0.969 0.620 -2.025 -0.673
C -1.548 -0.759 -1.608 -0.684
H -0.810 0.817 -3.091 0.296
H -1.750 1.461 -2.030 0.236
H -0.220 0.779 -1.368 0.150
H -2.535 -1.354 -2.023 0.259
H -0.803 -1.611 -1.741 0.255
H -1.592 -0.770 -0.503 0.185
```

SMILES: CC.CC
Charge: 0
Lowest unoccupied orbital energy: 1.122 eV
Orbital gap: 12.15 eV



[9]
A 2-piece molecular cluster, C4H12 overall, computed with the ωB97M-V functional and the def2-TZVPD basis.

```
16
Properties=species:S:1:pos:R:3:mulliken_charge:R:1
C -1.528 0.086 0.926 -0.682
C -3.030 0.258 0.981 -0.973
H -1.217 -0.869 0.489 0.246
H -1.041 0.874 0.349 0.225
H -1.044 0.126 1.908 0.310
H -3.454 0.464 0.000 0.296
H -3.509 -0.612 1.426 0.287
H -3.313 1.124 1.582 0.291
C 1.560 -0.152 -0.689 -0.765
C 3.002 -0.238 -1.220 -0.970
H 1.424 -0.689 0.251 0.287
H 1.299 0.892 -0.553 0.264
H 0.838 -0.575 -1.381 0.325
H 3.685 -0.084 -0.391 0.287
H 3.150 0.571 -1.936 0.281
H 3.178 -1.177 -1.743 0.293
```

SMILES: CC.CC
Charge: 0
Lowest unoccupied orbital energy: 1.127 eV
Orbital gap: 12.88 eV



[10]
A 2-piece molecular cluster, C4H12 overall, computed with the ωB97M-V functional and the def2-TZVPD basis.

```
16
Properties=species:S:1:pos:R:3:mulliken_charge:R:1
C 0.002 -1.066 1.939 -0.770
C -1.408 -0.565 2.248 -0.783
H 0.620 -0.238 1.593 0.177
H 0.527 -1.402 2.846 0.339
H 0.042 -1.897 1.242 0.274
H -2.118 -1.383 2.297 0.271
H -1.740 0.146 1.483 0.227
H -1.443 -0.001 3.183 0.272
C 0.576 0.798 -1.346 -0.686
C 0.784 0.854 -2.873 -0.887
H 1.054 -0.093 -0.916 0.215
H 1.024 1.654 -0.850 0.334
H -0.472 0.649 -1.079 0.221
H 1.516 0.109 -3.184 0.255
H 1.165 1.827 -3.180 0.259
H -0.131 0.609 -3.405 0.281
```

SMILES: CC.CC
Charge: 0
Lowest unoccupied orbital energy: 1.165 eV
Orbital gap: 12.73 eV



[11]
A 2-piece molecular cluster, C4H12 overall, computed with the ωB97M-V functional and the def2-TZVPD basis.

```
16
Properties=species:S:1:pos:R:3:mulliken_charge:R:1
C -1.492 0.844 -1.368 -0.824
C -0.049 0.586 -1.829 -0.738
H -1.935 -0.096 -1.045 0.236
H -1.572 1.604 -0.598 0.239
H -2.016 1.165 -2.269 0.346
H 0.698 0.694 -1.043 0.132
H 0.148 1.276 -2.654 0.328
H 0.217 -0.377 -2.270 0.273
C 1.472 -0.399 1.475 -0.894
C 0.077 -1.016 1.719 -0.726
H 1.486 0.667 1.292 0.277
H 2.071 -0.492 2.382 0.341
H 1.910 -1.000 0.684 0.245
H -0.329 -1.581 0.876 0.234
H -0.670 -0.211 1.742 0.213
H -0.011 -1.612 2.620 0.319
```

SMILES: CC.CC
Charge: 0
Lowest unoccupied orbital energy: 1.188 eV
Orbital gap: 12.85 eV



[12]
A 2-piece molecular cluster, C4H12 overall, computed with the ωB97M-V functional and the def2-TZVPD basis.

```
16
Properties=species:S:1:pos:R:3:mulliken_charge:R:1
C -1.230 -1.452 0.712 -0.746
C -1.692 -2.694 -0.040 -0.881
H -1.569 -1.371 1.737 0.373
H -0.135 -1.380 0.753 0.227
H -1.390 -0.582 0.095 0.206
H -0.970 -3.501 0.010 0.255
H -2.636 -3.071 0.341 0.273
H -1.932 -2.513 -1.088 0.293
C 0.923 1.517 -0.416 -0.887
C 1.964 2.627 -0.264 -0.897
H 1.322 0.517 -0.534 0.286
H 0.262 1.541 0.440 0.270
H 0.200 1.546 -1.195 0.416
H 2.954 2.195 -0.335 0.266
H 1.970 3.341 -1.083 0.274
H 1.880 3.083 0.716 0.271
```

SMILES: CC.CC
Charge: 0
Lowest unoccupied orbital energy: 1.149 eV
Orbital gap: 12.71 eV



[13]
A 2-piece molecular cluster, C4H12 overall, computed with the ωB97M-V functional and the def2-TZVPD basis.

```
16
Properties=species:S:1:pos:R:3:mulliken_charge:R:1
C -0.365 0.480 1.760 -0.635
C -1.620 -0.290 2.006 -0.846
H -0.283 1.557 2.156 0.289
H 0.547 0.055 2.127 0.297
H -0.119 0.651 0.680 0.014
H -2.566 0.038 1.523 0.280
H -1.442 -1.352 1.890 0.263
H -1.968 -0.184 3.046 0.321
C 1.460 0.454 -2.049 -0.918
C 0.486 -0.694 -1.783 -0.487
H 0.966 1.418 -1.885 0.293
H 2.302 0.333 -1.378 0.273
H 1.876 0.278 -3.023 0.339
H 0.097 -0.624 -0.779 -0.041
H 0.949 -1.680 -1.820 0.320
H -0.319 -0.441 -2.471 0.237
```

SMILES: CC.CC
Charge: 0
Lowest unoccupied orbital energy: 1.121 eV
Orbital gap: 12.37 eV



[14]
A 2-piece molecular cluster, C4H12 overall, computed with the ωB97M-V functional and the def2-TZVPD basis.

```
16
Properties=species:S:1:pos:R:3:mulliken_charge:R:1
C 0.534 -1.734 1.025 -0.567
C -0.457 -2.254 2.071 -0.892
H 0.468 -2.305 0.099 0.284
H 0.282 -0.701 0.793 0.028
H 1.561 -1.763 1.384 0.307
H -0.387 -1.675 2.991 0.280
H -0.204 -3.291 2.292 0.277
H -1.475 -2.179 1.703 0.290
C 0.175 1.399 -1.107 -0.764
C -0.261 2.592 -1.966 -0.989
H -0.685 0.976 -0.588 0.250
H 0.542 0.603 -1.762 0.286
H 0.988 1.662 -0.434 0.325
H 0.625 3.058 -2.397 0.298
H -0.769 3.334 -1.348 0.292
H -0.938 2.278 -2.756 0.296
```

SMILES: CC.CC
Charge: 0
Lowest unoccupied orbital energy: 1.118 eV
Orbital gap: 12.89 eV



[15]
A 2-piece molecular cluster, C4H12 overall, computed with the ωB97M-V functional and the def2-TZVPD basis.

```
16
Properties=species:S:1:pos:R:3:mulliken_charge:R:1
C -0.835 1.037 -1.452 -0.823
C -2.057 0.312 -0.934 -0.724
H -0.138 0.409 -2.092 0.276
H -1.335 1.765 -2.188 0.287
H -0.312 1.912 -0.955 0.254
H -2.969 0.887 -1.034 0.336
H -2.020 0.166 0.155 0.189
H -2.179 -0.724 -1.434 0.205
C 0.859 -1.085 1.513 -0.670
C 2.086 -0.337 1.011 -0.952
H 1.084 -1.456 2.490 0.316
H -0.151 -0.594 1.452 0.097
H 0.587 -1.976 0.943 0.282
H 2.862 -0.840 0.442 0.337
H 2.625 0.188 1.798 0.290
H 1.895 0.334 0.284 0.300
```

SMILES: CC.CC
Charge: 0
Lowest unoccupied orbital energy: 1.161 eV
Orbital gap: 12.04 eV



Calculated energy relative to the best compared isomer or geometry (same formula, charge and spin), 37.77 18.87 6.74 10.05 12.68 9.56 28.62 46.95 2.21 4.79 10.00 11.83 14.15 1.30 30.03 kcal per mole (same order as the records).
Calculated energy, -159.4700 -159.5001 -159.5742 -159.5690 -159.5648 -159.5697 -159.5394 -159.5101 -159.5815 -159.5773 -159.5690 -159.5661 -159.5624 -159.5829 -159.5371 a.u. (same order as the records).